Entry from the OMol25 dataset: a molecular structure, C12H21BeBrN6O2P (ωB97M-V with the def2-TZVPD basis set).

Each line ends with the Löwdin charge.
Geometry (Å):
Be 0.729 0.457 -1.071  0.0934
O 0.661 6.167 -0.503  0.1857
C 0.569 4.879 -0.710  -0.2579
C -0.372 4.267 -1.558  0.0607
C -0.367 2.906 -1.686  -0.0439
N 0.508 2.113 -1.022  -0.0647
C 1.403 2.725 -0.222  -0.6481
Br 2.590 1.488 0.592  0.9509
C 1.491 4.066 -0.019  0.0275
H 0.018 6.700 -0.996  0.1636
H -1.090 4.858 -2.110  0.1457
H -1.075 2.407 -2.335  0.1407
H 2.232 4.511 0.630  0.1491
C -2.703 -1.852 2.217  -0.0775
N -2.123 -2.782 1.125  -0.0574
C -1.004 -3.631 1.772  -0.0772
N -0.031 -2.786 2.367  -0.1375
C -0.634 -1.924 3.385  -0.1153
N -1.670 -1.070 2.799  -0.1375
C -1.133 -0.044 1.915  -0.2590
P -0.264 -0.839 0.482  1.0880
C -1.612 -2.002 -0.049  -0.2074
C 0.788 -2.057 1.409  -0.2576
H -3.159 -2.508 2.958  0.1598
H -3.469 -1.237 1.746  0.1543
H -2.865 -3.410 0.803  0.1956
H -0.581 -4.261 0.990  0.1550
H -1.493 -4.251 2.523  0.1600
H 0.133 -1.307 3.847  0.1507
H -1.083 -2.548 4.158  0.1551
H -0.427 0.580 2.466  0.1112
H -1.935 0.604 1.556  0.1139
H -1.233 -2.702 -0.794  0.1180
H -2.444 -1.448 -0.486  0.1174
H 1.580 -1.523 1.936  0.1047
H 1.264 -2.748 0.711  0.1170
N 1.662 -0.659 -4.437  0.2530
C 2.064 -0.227 -3.257  -0.5000
N 3.275 0.280 -3.087  0.2509
O 1.248 -0.324 -2.256  -0.0409
H 2.268 -0.670 -5.244  0.1535
H 0.745 -1.063 -4.535  0.1470
H 3.945 0.325 -3.841  0.1528
H 3.593 0.541 -2.169  0.1064

Forces on atoms 1 to 2 (eV/Å):
Be -0.0246 -0.0278 -0.1268
O 0.0253 0.0136 0.0115

The LUMO energy comes out at -8.6 eV. As for the total charge: +3. The gap between HOMO and LUMO comes out at 9.553 eV. The total energy comes out at -105531.334 eV. As for the spin multiplicity: 1.



Entry from the OMol25 dataset: a molecular structure, C38H63BI2N9O4STl (ωB97M-V with the def2-TZVPD basis set).

Each line ends with the Löwdin charge.
Geometry (Å):
Tl -0.311 -0.362 -0.057  0.7691
C -2.927 3.943 1.843  -0.0227
C -2.386 3.341 0.591  -0.2934
C -3.041 3.232 -0.618  0.0021
C -2.145 2.544 -1.455  -0.2656
N -1.041 2.250 -0.786  0.0652
N -1.173 2.760 0.468  0.0302
B 0.053 3.062 1.399  -0.5133
N 1.307 3.361 0.540  0.0242
N 1.864 2.482 -0.314  0.1398
C 2.878 3.101 -0.895  -0.2759
C 2.986 4.422 -0.420  0.0038
C 1.963 4.543 0.498  -0.2847
C 1.619 5.735 1.330  -0.0465
C 3.720 2.380 -1.920  -0.5558
C 2.855 2.051 -3.141  -0.0470
C 4.227 1.073 -1.307  -0.0523
C 4.904 3.244 -2.350  -0.0742
N 0.424 2.051 2.518  0.0341
N 1.342 1.075 2.316  0.1152
C 1.687 0.616 3.506  -0.2782
C 0.985 1.299 4.515  0.0046
C 0.186 2.197 3.841  -0.2808
C -0.775 3.166 4.444  -0.0277
C 2.726 -0.474 3.657  -0.5365
C 2.140 -1.827 3.233  -0.0400
C 3.942 -0.136 2.790  -0.0510
C 3.161 -0.581 5.121  -0.0729
C -2.287 2.290 -2.939  -0.5387
C -3.719 1.866 -3.272  -0.0378
C -1.961 3.610 -3.658  -0.0533
C -1.311 1.221 -3.416  -0.0655
H -3.827 4.511 1.603  0.0743
H -3.202 3.159 2.552  0.0812
H -2.208 4.605 2.327  0.0563
H -4.034 3.588 -0.838  0.1044
H -0.231 4.092 1.953  0.0958
H 3.705 5.182 -0.681  0.0888
H 2.358 6.517 1.149  0.0670
H 0.632 6.130 1.083  0.0751
H 1.620 5.497 2.394  0.0741
H 2.007 1.440 -2.836  0.0647
H 2.467 2.965 -3.597  0.0846
H 3.432 1.502 -3.890  0.0768
H 3.376 0.491 -0.963  0.0596
H 4.792 0.490 -2.040  0.0789
H 4.866 1.270 -0.445  0.0844
H 4.563 4.170 -2.820  0.0764
H 5.533 3.504 -1.496  0.0795
H 5.516 2.702 -3.076  0.0748
H 1.021 1.159 5.582  0.0975
H -0.660 3.141 5.528  0.0723
H -0.602 4.187 4.098  0.0624
H -1.807 2.899 4.210  0.0708
H 1.139 -1.949 3.645  0.0622
H 2.059 -1.882 2.148  0.0518
H 2.780 -2.648 3.572  0.0794
H 3.639 0.039 1.759  0.0627
H 4.433 0.769 3.156  0.0824
H 4.665 -0.958 2.809  0.0767
H 2.329 -0.898 5.753  0.0812
H 3.960 -1.321 5.213  0.0738
H 3.532 0.377 5.493  0.0792
H -4.439 2.629 -2.967  0.0728
H -3.819 1.722 -4.352  0.0783
H -3.979 0.927 -2.778  0.0813
H -2.665 4.394 -3.369  0.0760
H -0.955 3.943 -3.398  0.0829
H -2.017 3.474 -4.742  0.0735
H -0.288 1.506 -3.179  0.0615
H -1.531 0.278 -2.925  0.0413
H -1.398 1.088 -4.498  0.0845
I 0.774 -2.373 -3.989  0.6600
C -1.160 -3.045 -3.396  -1.1564
I -1.133 -4.342 -1.728  0.7566
H -1.592 -3.567 -4.240  -0.0488
H -1.745 -2.187 -3.070  -0.0663
C -2.956 -6.996 1.356  -0.0682
C -2.815 -5.541 1.719  -0.3137
C -1.613 -5.034 2.199  -0.0724
C -1.474 -3.682 2.488  -0.0616
C -2.545 -2.819 2.320  -0.2377
C -3.754 -3.315 1.844  -0.0396
C -3.880 -4.661 1.545  -0.0473
S -2.376 -1.076 2.762  0.4827
O -1.075 -1.002 3.396  -0.3556
O -3.536 -0.854 3.613  -0.3459
N -2.362 -0.180 1.488  -0.2944
C -3.657 -0.039 0.810  -0.2186
C -3.873 -0.800 -0.512  -0.7322
O -5.035 -1.030 -0.862  -0.0485
O -2.842 -1.069 -1.195  -0.1956
H -2.182 -7.598 1.835  0.0664
H -2.864 -7.134 0.275  0.0687
H -3.930 -7.386 1.656  0.0692
H -0.772 -5.704 2.345  0.1006
H -0.546 -3.284 2.876  0.0885
H -4.595 -2.647 1.711  0.1140
H -4.822 -5.034 1.158  0.1103
H -3.774 1.017 0.534  0.0945
H -4.486 -0.281 1.480  0.0940
C 4.272 -4.755 0.598  -0.0617
C 3.314 -4.769 -0.598  -0.6584
C 4.093 -4.574 -1.897  -0.0604
C 2.542 -6.084 -0.652  -0.0629
N 2.297 -3.715 -0.515  -0.0802
N 2.920 -2.402 -0.441  0.0214
H 5.080 -5.478 0.465  0.0718
H 3.736 -5.002 1.518  0.0737
H 4.699 -3.758 0.706  0.0643
H 4.725 -5.442 -2.096  0.0748
H 4.731 -3.692 -1.834  0.0730
H 3.396 -4.446 -2.727  0.0606
H 3.225 -6.926 -0.786  0.0767
H 1.828 -6.062 -1.475  0.0530
H 1.983 -6.241 0.274  0.0752
H 1.796 -3.840 0.361  0.0961
H 2.898 -2.039 -1.390  0.0319
H 2.257 -1.821 0.064  -0.0276

Forces on atoms 1 to 2 (eV/Å):
Tl -0.7219 0.0596 0.1623
C 0.0246 -0.0473 -0.0059

The LUMO energy comes out at 3.6 eV. As for the total charge: -2. The gap between HOMO and LUMO comes out at 6.175 eV. The total energy comes out at -94441.320 eV. As for the spin multiplicity: 1.



Entry from the OMol25 dataset: a molecular structure, C37H69FNO15S7 (ωB97M-V with the def2-TZVPD basis set).

Each line ends with the Löwdin charge.
Geometry (Å):
C -0.066 -1.880 2.052  0.0107
C 0.185 -1.965 0.633  -0.3003
O 0.433 -3.116 0.185  0.1140
N 0.077 -0.702 -0.255  0.0887
H -0.859 -0.174 -0.113  0.1769
H 0.838 0.090 0.034  0.1547
C 0.366 -0.998 -1.634  -0.0438
H 0.368 -1.106 2.366  -0.0168
H 0.189 -2.684 2.538  0.0478
H -1.196 -1.849 2.509  0.1591
H 1.250 -1.282 -1.931  0.0254
H 0.206 -0.081 -2.064  0.0509
H -0.328 -1.870 -1.899  0.1162
F 3.217 -0.908 7.133  -0.0024
C 1.958 -0.301 6.868  -0.1868
C 1.122 -0.559 5.722  -0.0232
C -0.035 0.133 5.584  -0.1010
C -0.409 1.094 6.529  -0.1140
C 0.327 1.270 7.615  -0.1236
C 1.499 0.598 7.815  -0.0368
H 1.595 -1.129 4.962  0.1012
H -0.710 -0.034 4.697  0.1306
H -1.278 1.704 6.334  0.1107
H -0.007 1.963 8.399  0.1236
H 2.166 0.656 8.753  0.1530
C -4.074 -5.192 -3.818  -0.2489
C -5.031 -4.858 -2.744  -0.3318
C -4.412 -3.934 -1.965  -0.3061
S -3.716 -2.832 -3.089  0.6445
O -2.303 -2.639 -2.831  -0.3352
O -4.584 -1.782 -3.344  -0.2869
C -3.690 -3.927 -4.629  -0.1616
H -4.560 -5.915 -4.585  0.1368
H -3.249 -5.868 -3.218  0.1803
H -5.265 -5.750 -2.154  0.1550
H -5.789 -4.362 -3.172  0.0940
H -3.592 -4.276 -1.384  0.1165
H -5.188 -3.261 -1.463  0.1615
H -2.775 -3.897 -5.166  0.0743
H -4.495 -3.608 -5.430  0.1424
C 1.692 4.182 -4.677  -0.1338
C 0.372 3.290 -4.747  -0.2055
C -0.369 3.638 -3.594  -0.2800
S 0.850 3.512 -2.372  0.6923
O 0.864 2.096 -2.018  -0.3294
O 0.440 4.383 -1.264  -0.3128
C 2.214 3.877 -3.322  -0.2523
H 1.376 5.194 -4.704  0.1143
H 2.485 4.035 -5.388  0.1233
H 0.399 2.250 -4.709  0.1089
H -0.072 3.588 -5.639  0.1075
H -1.426 3.237 -3.388  0.1663
H -0.500 4.634 -3.371  0.0758
H 2.987 3.190 -3.352  0.1037
H 2.654 4.741 -2.917  0.1044
C -3.545 3.477 -0.710  -0.1513
C -3.144 4.061 0.641  -0.2317
C -3.448 3.099 1.630  -0.2515
S -3.110 1.542 0.856  0.7003
O -4.382 0.809 0.862  -0.3143
O -1.946 0.914 1.389  -0.3101
C -2.829 2.169 -0.730  -0.2184
H -3.265 3.916 -1.587  0.0890
H -4.566 3.497 -0.696  0.1033
H -3.721 5.149 1.003  0.2156
H -2.265 4.299 0.728  0.0085
H -4.550 3.098 1.837  0.1369
H -2.845 3.292 2.521  0.1187
H -3.110 1.543 -1.458  0.0845
H -1.785 2.238 -0.838  0.0879
C 4.400 -1.484 -7.333  -0.2334
C 3.842 -0.550 -6.279  -0.2975
C 3.721 -1.280 -5.059  -0.2814
S 3.585 -3.005 -5.493  0.6110
O 2.200 -3.475 -5.419  -0.3382
O 4.694 -3.664 -4.965  -0.2837
C 3.747 -2.888 -7.228  -0.2332
H 5.497 -1.603 -7.160  0.1272
H 4.394 -0.994 -8.336  0.1280
H 2.786 -0.011 -6.516  0.1700
H 4.504 0.253 -6.247  0.0865
H 2.908 -1.141 -4.089  0.1862
H 4.753 -1.272 -4.611  0.1147
H 2.793 -2.751 -7.742  0.1032
H 4.321 -3.747 -7.748  0.1488
C 3.237 4.001 2.596  -0.1677
C 2.743 3.221 3.832  -0.2541
C 1.960 2.113 3.479  -0.2823
S 1.064 2.555 2.076  0.6680
O -0.180 2.996 2.586  -0.2817
O 1.138 1.402 1.200  -0.3272
C 1.993 4.008 1.682  -0.2337
H 3.757 3.458 2.078  -0.0049
H 3.581 5.070 2.681  0.1527
H 2.000 3.811 4.337  0.1152
H 3.516 3.103 4.631  0.1499
H 1.182 2.101 4.235  0.1057
H 2.730 1.378 3.461  0.1172
H 1.410 5.167 1.794  0.2011
H 2.434 4.134 0.593  0.1250
C 5.953 -2.054 0.423  -0.1807
C 6.203 -0.561 0.407  -0.2725
C 5.116 0.092 0.958  -0.3358
S 3.704 -0.689 0.584  0.6705
O 3.210 -0.272 -0.706  -0.3044
O 2.803 -0.755 1.701  -0.2974
C 4.444 -2.309 0.198  -0.1474
H 6.146 -2.393 1.328  0.0555
H 6.578 -2.667 -0.444  0.1905
H 6.074 -0.442 -0.715  0.1435
H 7.179 -0.253 0.706  0.1318
H 5.046 1.109 1.033  0.0930
H 5.444 -0.001 2.073  0.1809
H 4.161 -2.244 -0.904  0.1275
H 4.027 -3.049 0.723  0.0619
C -6.119 -0.890 4.302  -0.1742
C -5.547 -1.701 5.412  -0.2583
C -5.306 -2.958 4.821  -0.3052
S -4.603 -2.715 3.265  0.6944
O -5.106 -3.606 2.252  -0.3112
O -3.150 -2.531 3.383  -0.3477
C -5.212 -1.056 2.964  -0.1803
H -6.137 0.153 4.317  0.0764
H -7.252 -1.174 3.998  0.1711
H -6.268 -1.806 6.204  0.1353
H -4.602 -1.358 5.666  0.1128
H -6.253 -3.713 4.786  0.1923
H -4.615 -3.409 5.379  0.0652
H -5.788 -1.138 2.172  0.0305
H -4.484 -0.231 2.853  0.0908

Forces on atoms 1 to 2 (eV/Å):
C -7.4103 -0.4082 -1.9954
C -0.2475 -5.0420 -1.3307

The LUMO energy comes out at -1.9 eV. As for the total charge: +1. The gap between HOMO and LUMO comes out at 9.236 eV. The total energy comes out at -150229.789 eV. As for the spin multiplicity: 1.



Entry from the OMol25 dataset: C5H9N3O3 in the gas phase (ωB97M-V with the def2-TZVPD basis set).

Each line ends with the Löwdin charge.
Geometry (Å):
C -2.086 0.588 -1.273  -0.0894
C -0.733 1.224 -1.149  -0.2533
O -0.161 0.813 0.109  -0.0817
C 0.971 -0.068 0.063  -0.5206
N 0.700 -1.208 -0.860  0.1707
O 2.119 0.695 -0.177  0.0692
C 1.051 -0.645 1.513  -0.1684
C 2.243 -1.309 1.949  -0.1788
N 3.189 -1.836 2.233  0.1797
N 0.127 -0.616 2.431  0.0596
O -1.017 0.016 2.172  -0.0216
H -2.040 -0.404 -1.106  0.0117
H -2.870 1.021 -0.609  0.0927
H -2.499 0.519 -2.356  0.1146
H -0.949 2.283 -1.330  0.1181
H -0.215 1.037 -2.062  0.0993
H 1.498 -1.675 -1.117  0.0579
H 0.047 -1.760 -0.377  0.0788
H 2.101 1.079 -1.072  0.1206
H -1.477 0.244 3.017  0.1408

Forces on atoms 1 to 2 (eV/Å):
C -2.1490 1.9177 -2.0704
C -1.3719 0.1967 -0.3431

The LUMO energy comes out at 0.5 eV. The SMILES is CCO[C@@](N)(O)/C(C#N)=N\O. The gap between HOMO and LUMO comes out at 10.339 eV. The total energy comes out at -15939.776 eV. As for the spin multiplicity: 1.